Formula: C4H4N4O
Source: the OMol25 dataset
Level of theory: ωB97M-V/def2-TZVPD

The geometry in ORCA input format:
```
! wB97M-V def2-TZVPD RIJCOSX def2/J DEFGRID3
* xyz 0 1
C 1.150 -0.098 -0.173
C 0.194 0.799 -0.614
C -1.226 0.891 -0.094
C -0.196 -1.755 0.517
H 3.010 -0.650 -0.511
H 0.552 1.671 -1.061
H -1.111 2.585 0.764
H -0.353 -2.579 1.134
N -1.802 1.890 0.509
N -2.024 -0.295 -0.365
N -1.534 -1.373 -0.011
N 0.926 -1.267 0.562
O 2.415 0.184 -0.655
*
```

Its HOMO energy is -9.31 eV. The SMILES is [H]/N=c1\cc(O)ncnn1. The orbital gap comes out at 8.31 eV. The calculation puts the energy above the lowest of the compared OMol25 structures with the same formula, charge and spin at 3.819 eV. The electronic energy is -448.955102 Ha.